Record 1
{"formula": "C32H28BO7P", "method": "ωB97M-V with the def2-TZVPD basis set", "lumo_energy_ev": -1.080, "energy_ha": -2129.24030, "spin_multiplicity": 1, "total_charge": 0, "smiles": "O=C1c2ccccc2C(=O)c2ccccc21.O=C1c2ccccc2C(=O)c2ccccc21.CCCBCP(=O)(O)O", "elements": ["C", "C", "C", "B", "C", "P", "O", "O", "O", "H", "H", "H", "H", "H", "H", "H", "H", "H", "H", "H", "H", "C", "C", "C", "C", "C", "C", "C", "O", "C", "C", "C", "C", "C", "C", "C", "O", "H", "H", "H", "H", "H", "H", "H", "H", "C", "C", "C", "C", "C", "C", "C", "O", "C", "C", "C", "C", "C", "C", "C", "O", "H", "H", "H", "H", "H", "H", "H", "H"], "positions_angstrom": [[-3.377, 3.780, 3.027], [-3.601, 5.132, 3.708], [-4.044, 6.260, 2.722], [-5.485, 6.750, 3.058], [-6.792, 6.271, 2.314], [-7.506, 4.741, 2.949], [-6.517, 3.832, 3.537], [-8.718, 5.182, 3.893], [-8.418, 4.132, 1.788], [-2.337, 3.661, 2.717], [-4.004, 3.672, 2.141], [-3.639, 2.956, 3.690], [-2.678, 5.456, 4.192], [-4.333, 5.001, 4.507], [-3.957, 5.895, 1.695], [-3.354, 7.103, 2.817], [-5.628, 7.577, 3.916], [-7.594, 7.011, 2.371], [-6.579, 6.096, 1.253], [-8.422, 5.538, 4.736], [-7.902, 3.614, 1.161], [1.028, 1.634, -3.201], [0.563, 2.870, -2.762], [0.840, 3.301, -1.476], [1.583, 2.497, -0.620], [2.048, 1.258, -1.060], [1.769, 0.830, -2.353], [2.844, 0.369, -0.166], [3.272, -0.695, -0.563], [3.091, 0.834, 1.229], [3.791, 0.008, 2.101], [4.035, 0.421, 3.400], [3.583, 1.663, 3.833], [2.886, 2.490, 2.970], [2.635, 2.078, 1.666], [1.871, 2.986, 0.760], [1.495, 4.075, 1.133], [0.809, 1.300, -4.206], [-0.018, 3.496, -3.427], [0.491, 4.259, -1.114], [2.139, -0.136, -2.671], [4.132, -0.954, 1.743], [4.577, -0.225, 4.078], [3.776, 1.983, 4.849], [2.523, 3.458, 3.285], [4.423, -3.565, -1.145], [4.603, -3.188, -2.471], [4.021, -3.923, -3.489], [3.254, -5.043, -3.187], [3.077, -5.424, -1.857], [3.663, -4.680, -0.838], [2.267, -6.623, -1.497], [2.100, -6.949, -0.341], [1.667, -7.410, -2.615], [0.927, -8.547, -2.313], [0.358, -9.291, -3.332], [0.522, -8.902, -4.657], [1.258, -7.770, -4.963], [1.834, -7.020, -3.944], [2.627, -5.807, -4.302], [2.751, -5.458, -5.456], [4.863, -2.975, -0.354], [5.191, -2.310, -2.705], [4.144, -3.645, -4.527], [3.505, -4.991, 0.185], [0.811, -8.828, -1.276], [-0.217, -10.178, -3.096], [0.075, -9.486, -5.452], [1.399, -7.448, -5.986]], "forces_ev_per_a": [[-0.014, -0.032, -0.032], [-0.006, 0.068, 0.056], [0.035, 0.090, -0.187], [-0.056, 0.024, 0.090], [-0.050, 0.051, -0.197], [-0.113, 0.132, 0.089], [0.071, -0.033, -0.017], [0.048, 0.039, -0.064], [0.028, 0.113, -0.036], [-0.032, 0.025, -0.043], [-0.050, 0.012, 0.040], [0.091, 0.005, 0.029], [-0.034, -0.062, 0.062], [-0.041, 0.028, -0.040], [0.004, -0.040, 0.037], [0.002, -0.012, -0.025], [0.015, -0.156, 0.135], [0.014, 0.009, -0.066], [0.042, -0.091, 0.050], [0.036, -0.051, 0.112], [0.020, -0.121, 0.000], [0.012, -0.016, 0.006], [-0.002, 0.012, 0.014], [-0.002, -0.001, -0.020], [0.005, 0.021, 0.007], [0.000, -0.023, 0.002], [-0.013, 0.008, -0.015], [-0.040, 0.035, -0.032], [0.050, 0.002, 0.048], [0.005, -0.009, -0.009], [0.010, -0.002, 0.020], [-0.002, -0.009, -0.016], [-0.008, 0.014, -0.006], [0.008, -0.008, 0.014], [-0.013, 0.015, 0.003], [0.004, -0.039, -0.006], [-0.009, 0.013, 0.006], [-0.002, 0.001, 0.002], [0.003, -0.002, -0.001], [0.003, -0.003, 0.002], [0.000, 0.001, 0.004], [-0.003, 0.004, -0.003], [0.000, 0.003, 0.000], [0.000, -0.003, -0.001], [-0.001, -0.002, -0.004], [-0.026, -0.031, 0.005], [-0.010, 0.007, -0.016], [0.009, 0.015, 0.011], [-0.002, 0.005, -0.015], [0.004, -0.014, 0.014], [0.018, 0.010, -0.002], [-0.009, 0.011, -0.035], [0.008, -0.007, 0.007], [-0.002, 0.003, 0.019], [-0.014, -0.011, -0.012], [0.006, 0.005, 0.017], [0.007, 0.014, -0.010], [-0.011, -0.016, 0.000], [0.015, 0.005, -0.017], [-0.018, -0.007, 0.034], [0.011, -0.003, -0.007], [-0.003, 0.004, -0.007], [-0.005, 0.002, 0.003], [-0.002, -0.004, 0.001], [0.002, -0.004, -0.004], [0.003, 0.004, -0.001], [-0.001, 0.002, -0.002], [0.001, -0.001, 0.003], [0.002, 0.002, 0.004]]}



Record 2
{"formula": "C32H28Cl3N4O7Ti", "method": "ωB97M-V with the def2-TZVPD basis set", "lumo_energy_ev": -4.701, "energy_ha": -4211.57396, "spin_multiplicity": 1, "total_charge": 1, "e_above_lowest_kcal_mol": 1.0, "elements": ["Ti", "C", "C", "C", "C", "C", "C", "C", "C", "C", "C", "H", "H", "H", "H", "H", "H", "H", "H", "H", "H", "H", "H", "H", "H", "C", "C", "C", "C", "C", "C", "C", "C", "C", "C", "C", "C", "C", "C", "C", "N", "H", "H", "H", "H", "H", "H", "H", "H", "H", "H", "O", "N", "O", "C", "C", "C", "C", "O", "C", "C", "N", "O", "O", "N", "O", "O", "H", "H", "Cl", "Cl", "C", "Cl", "H", "H"], "positions_angstrom": [[0.145, 0.907, 0.323], [-0.803, -2.495, -3.803], [-1.040, -1.811, -2.448], [-2.039, -2.627, -1.627], [0.308, -1.633, -1.789], [0.897, -2.640, -1.025], [2.237, -2.578, -0.686], [3.039, -1.520, -1.107], [4.501, -1.504, -0.797], [2.450, -0.499, -1.843], [1.093, -0.530, -2.147], [-1.745, -2.618, -4.332], [-0.359, -3.478, -3.662], [-0.129, -1.907, -4.421], [-1.463, -0.818, -2.651], [-1.769, -3.680, -1.619], [-3.032, -2.541, -2.064], [-2.078, -2.285, -0.594], [0.326, -3.512, -0.740], [2.679, -3.380, -0.114], [4.655, -1.416, 0.278], [4.996, -0.673, -1.296], [4.967, -2.437, -1.112], [3.071, 0.295, -2.235], [0.684, 0.220, -2.820], [4.241, 2.392, -0.265], [4.013, 3.245, -1.335], [2.726, 3.444, -1.801], [1.664, 2.751, -1.212], [1.891, 1.812, -0.181], [3.191, 1.672, 0.290], [0.263, 2.952, -1.597], [-0.201, 4.145, -2.192], [-1.546, 4.348, -2.347], [-2.455, 3.330, -1.991], [-3.854, 3.465, -2.100], [-4.682, 2.437, -1.737], [-4.143, 1.219, -1.299], [-2.787, 1.048, -1.190], [-1.917, 2.113, -1.482], [-0.580, 1.972, -1.251], [5.240, 2.270, 0.124], [4.840, 3.767, -1.793], [2.553, 4.114, -2.632], [3.405, 0.968, 1.085], [0.505, 4.919, -2.449], [-1.925, 5.286, -2.724], [-4.262, 4.395, -2.463], [-5.754, 2.549, -1.793], [-4.806, 0.410, -1.034], [-2.366, 0.102, -0.881], [-0.571, -3.854, 5.940], [-1.566, -3.370, 5.465], [-2.682, -3.426, 5.917], [-1.402, -2.627, 4.220], [-0.140, -2.476, 3.681], [0.023, -1.714, 2.529], [-1.092, -1.123, 1.855], [-0.957, -0.558, 0.720], [-2.366, -1.298, 2.481], [-2.523, -2.036, 3.629], [-3.485, -0.599, 1.884], [-4.559, -1.142, 1.879], [-3.233, 0.497, 1.425], [1.299, -1.482, 2.000], [1.449, -0.448, 1.295], [2.208, -2.231, 2.227], [0.719, -2.914, 4.171], [-3.491, -2.140, 4.106], [-0.732, 2.424, 1.586], [2.254, -0.650, 4.919], [1.592, 0.992, 4.840], [1.675, 1.616, 3.171], [2.192, 1.635, 5.483], [0.549, 0.956, 5.159]], "forces_ev_per_a": [[-0.055, 0.214, -0.084], [-0.095, 0.204, 0.063], [-0.063, -0.160, 0.004], [0.113, 0.240, -0.035], [0.008, 0.155, -0.165], [0.013, 0.018, -0.025], [-0.100, 0.054, -0.207], [-0.060, 0.180, -0.244], [0.030, -0.039, 0.084], [0.194, -0.415, 0.059], [-0.136, -0.245, -0.203], [-0.094, -0.023, -0.095], [0.051, -0.118, 0.050], [0.039, 0.032, -0.093], [0.084, -0.107, 0.047], [0.000, -0.130, -0.007], [-0.093, -0.054, 0.000], [-0.102, 0.009, 0.069], [-0.100, -0.058, 0.009], [0.062, -0.115, 0.032], [0.088, 0.056, 0.088], [0.071, -0.007, 0.026], [0.083, 0.007, -0.030], [-0.007, 0.136, 0.081], [-0.017, -0.077, 0.107], [-0.218, -0.124, 0.037], [0.018, 0.063, 0.041], [-0.333, -0.160, 0.065], [0.214, -0.097, 0.193], [0.662, 0.527, -0.211], [0.230, -0.119, 0.079], [-0.040, 0.281, -0.327], [-0.105, -0.115, 0.028], [0.206, -0.243, 0.119], [0.209, -0.449, 0.225], [-0.010, -0.105, 0.049], [0.060, 0.109, -0.058], [0.219, 0.002, -0.081], [0.049, 0.097, -0.200], [-1.016, 0.130, -0.310], [0.388, 0.545, -0.711], [0.100, -0.034, 0.019], [0.041, 0.062, -0.046], [-0.015, 0.052, -0.011], [-0.019, 0.031, -0.031], [0.044, -0.004, 0.021], [-0.004, 0.095, -0.073], [-0.027, 0.124, -0.064], [-0.066, 0.050, -0.047], [-0.062, -0.116, 0.019], [-0.168, 0.115, 0.005], [0.355, -0.286, 0.303], [0.064, 0.161, -0.216], [-0.418, -0.121, 0.276], [0.147, 0.536, -0.846], [-0.018, -0.110, 0.189], [-1.816, 0.112, 0.168], [-0.052, -1.226, 1.485], [-0.402, 0.064, -0.538], [1.184, -0.200, -0.049], [0.103, -0.005, 0.094], [0.140, 0.231, -0.122], [-0.517, -0.241, 0.070], [-0.425, 0.072, 0.332], [0.551, 0.019, -0.565], [0.706, -0.428, 0.002], [-0.127, 0.358, -0.010], [-0.072, -0.031, -0.036], [0.012, -0.002, -0.125], [-0.420, 0.211, 0.150], [0.106, 0.150, 0.265], [0.032, 0.002, -0.042], [0.500, 0.273, 1.248], [-0.136, -0.102, -0.160], [0.230, 0.084, -0.127]]}



Record 3
{"formula": "C32H28CrF6N4S4Si", "method": "ωB97M-V with the def2-TZVPD basis set", "lumo_energy_ev": [3.876, 3.852], "energy_ha": -4981.16712, "spin_multiplicity": 5, "total_charge": -2, "e_above_lowest_kcal_mol": 50.7, "elements": ["Cr", "S", "C", "N", "C", "C", "C", "C", "C", "C", "S", "H", "H", "H", "H", "F", "C", "C", "F", "C", "F", "C", "S", "C", "F", "C", "F", "C", "C", "C", "N", "N", "C", "N", "S", "H", "H", "H", "H", "H", "H", "H", "F", "C", "C", "C", "C", "C", "C", "C", "H", "H", "H", "H", "H", "H", "C", "Si", "C", "C", "C", "C", "C", "C", "C", "H", "H", "H", "H", "H", "H", "H", "H", "H", "H", "H"], "positions_angstrom": [[-0.438, -0.174, 0.427], [2.024, 0.968, -1.947], [0.552, 1.690, -2.074], [-0.463, 1.588, -1.245], [-1.543, 2.325, -1.623], [-2.750, 2.437, -0.932], [-3.780, 3.180, -1.470], [-3.639, 3.833, -2.689], [-2.444, 3.759, -3.389], [-1.410, 3.021, -2.847], [0.182, 2.761, -3.494], [-2.869, 1.916, 0.003], [-4.723, 3.244, -0.939], [-4.462, 4.407, -3.094], [-2.317, 4.257, -4.342], [3.868, -5.353, -0.634], [3.525, -4.127, -0.151], [2.387, -3.478, -0.607], [1.625, -4.067, -1.558], [2.039, -2.241, -0.079], [0.898, -1.622, -0.572], [2.775, -1.598, 0.946], [2.224, -0.175, 1.673], [3.949, -2.271, 1.343], [4.748, -1.728, 2.295], [4.320, -3.501, 0.810], [5.454, -4.116, 1.244], [2.365, 3.574, 2.756], [1.352, 3.950, 1.668], [0.114, 3.146, 1.793], [0.044, 1.917, 1.405], [-1.084, 1.290, 1.650], [-1.937, 1.997, 2.388], [-3.187, 1.544, 2.798], [-1.361, 3.641, 2.703], [3.319, 4.075, 2.589], [2.530, 2.499, 2.731], [1.986, 3.845, 3.742], [1.782, 3.728, 0.687], [1.118, 5.016, 1.726], [-3.292, 0.570, 2.529], [-3.959, 2.112, 2.459], [-2.988, -1.331, 6.838], [-2.394, -1.369, 5.600], [-3.198, -1.457, 4.479], [-2.595, -1.588, 3.246], [-1.200, -1.614, 3.099], [-0.594, -1.878, 1.801], [-0.428, -1.462, 4.259], [-1.014, -1.371, 5.505], [-4.273, -1.425, 4.575], [-3.193, -1.690, 2.354], [-1.176, -2.655, 1.298], [0.415, -2.273, 1.953], [0.648, -1.435, 4.162], [-0.415, -1.318, 6.403], [-4.099, -1.154, -0.226], [-2.269, -1.064, -0.898], [-2.052, -2.917, -1.467], [-2.498, -0.319, -2.669], [-3.689, 0.223, -3.141], [-3.819, 0.675, -4.442], [-2.747, 0.602, -5.316], [-1.538, 0.102, -4.857], [-1.424, -0.356, -3.558], [-4.782, -1.523, -0.986], [-4.474, -0.195, 0.124], [-4.171, -1.851, 0.603], [-2.838, -3.233, -2.148], [-2.053, -3.606, -0.627], [-1.107, -3.047, -1.983], [-4.534, 0.296, -2.471], [-4.764, 1.082, -4.783], [-2.852, 0.926, -6.346], [-0.682, 0.066, -5.519], [-0.470, -0.737, -3.211]], "forces_ev_per_a": [[0.625, -0.728, -0.701], [0.953, -0.262, -0.155], [-0.172, 0.464, -0.536], [0.116, -0.604, 0.495], [-0.440, 0.513, -0.411], [0.236, -0.073, 0.100], [-0.169, 0.138, 0.003], [-0.116, 0.189, -0.115], [-0.039, -0.011, 0.157], [0.214, 0.018, -0.103], [-0.119, -0.226, 0.663], [-0.057, -0.145, 0.038], [-0.035, 0.003, 0.024], [-0.082, 0.008, -0.030], [-0.041, 0.019, -0.017], [-0.080, 0.408, 0.107], [0.295, -0.011, 0.142], [-0.375, 0.260, -0.107], [0.300, 0.199, 0.340], [-0.222, 0.244, -0.153], [1.741, -1.475, -0.014], [0.020, -0.676, -0.355], [-0.070, 0.689, 0.222], [0.044, -0.373, -0.252], [-0.273, -0.284, -0.356], [-0.070, 0.158, 0.133], [-0.408, 0.146, -0.179], [-0.150, -0.025, -0.051], [0.330, 0.218, -0.037], [-0.791, -0.659, 0.531], [1.518, 2.473, 0.178], [-2.816, 1.351, 3.147], [0.358, 0.132, -0.881], [0.489, 0.217, -0.331], [0.584, -1.268, -0.721], [-0.013, 0.045, 0.009], [0.095, -0.090, 0.008], [0.029, 0.014, 0.070], [-0.102, 0.061, 0.032], [-0.014, 0.000, -0.137], [-0.061, -0.027, 0.089], [0.237, -0.088, 0.095], [0.032, 0.113, 0.051], [-0.042, -0.153, -0.092], [0.009, 0.061, 0.451], [0.293, 0.064, -0.053], [-0.025, -0.311, -0.092], [-0.048, -0.157, -0.252], [-0.017, 0.126, -0.075], [-0.364, 0.137, 0.259], [-0.106, -0.058, 0.089], [-0.153, -0.065, -0.100], [-0.042, 0.027, -0.115], [-0.045, 0.135, -0.134], [0.105, -0.074, -0.028], [0.033, 0.063, 0.100], [0.398, 0.045, -0.213], [-0.944, -0.902, -0.881], [-0.046, 0.426, 0.200], [-0.158, -0.286, 0.343], [-0.073, -0.047, 0.014], [-0.199, 0.041, -0.171], [0.000, 0.033, -0.159], [0.074, -0.132, -0.199], [0.054, -0.083, 0.093], [-0.199, -0.055, -0.292], [-0.097, 0.294, 0.071], [0.082, -0.174, 0.202], [-0.285, 0.013, -0.175], [0.033, -0.137, 0.285], [0.268, 0.012, -0.098], [-0.152, 0.010, 0.044], [-0.067, 0.051, -0.008], [0.016, 0.081, 0.023], [0.061, -0.002, -0.021], [0.129, -0.037, -0.007]]}



What did we get for largest force on an atom? Answer: 0.2, 1.9, 4.4 eV Å⁻¹, in the order shown.